The following is a DFT calculation (ωB97M-V/def2-TZVPD) of C2H3BrN2O2 in the gas phase in a non-equilibrium geometry.

The calculation puts the energy relative to the best compared isomer or geometry (same formula, charge and spin) at 411.49 kJ/mol. The HOMO energy (alpha / beta) comes out at -8.695 / -8.734 eV. Its spin multiplicity is 1. The value obtained for the HOMO-LUMO gap (alpha / beta) is 8.037 / 8.666 eV.

Structure (XYZ):
```
10
Properties=species:S:1:pos:R:3:forces:R:3:lowdin_charge:R:1
Br 3.07278 -0.61259 0.05732 0.0590 -0.2028 0.0159 0.74
O -1.13599 0.76005 -0.44021 -0.3461 0.4677 -0.8812 -0.08
O -0.19071 2.73716 0.04403 0.0818 -1.5944 0.0644 0.00
N -0.21029 1.51589 0.31661 0.0669 0.4574 0.5233 -0.17
N -1.08736 -0.60777 -0.10903 -0.0737 -0.1830 0.7320 -0.04
C 1.26494 -0.49868 0.04643 0.1593 0.6645 -0.1959 -0.61
C 0.19707 -1.20318 -0.19545 -0.2386 0.0543 0.0465 -0.26
H 0.12992 -2.27878 -0.32057 0.1964 -0.0632 -0.0911 0.12
H -0.25968 1.23679 1.30831 -0.0989 0.0792 -0.2294 0.17
H -1.78069 -1.04887 -0.70743 0.1940 0.3203 0.0155 0.13
```
Forces are in eV/Å.

***

The following is a DFT calculation (ωB97M-V/def2-TZVPD) of a molecular structure, C50H50AsClIrN3O3SeTe in a non-equilibrium geometry.

The calculation puts the energy relative to the best compared isomer or geometry (same formula, charge and spin) at 42.89 kJ/mol. The HOMO energy (alpha / beta) comes out at -12.837 / -12.903 eV. Its spin multiplicity is 5. The value obtained for the HOMO-LUMO gap (alpha / beta) is 8.396 / 5.346 eV. Its net charge is +2.

Structure (XYZ):
```
111
Properties=species:S:1:pos:R:3:forces:R:3:mulliken_spin:R:1
Ir -0.13667 0.43683 0.98810 0.2711 -0.0830 0.1215 1.38
Te -2.60516 -1.46882 -0.91982 -0.0880 0.0660 0.1904 0.72
Se 0.21052 -1.13574 2.85075 0.0034 0.1378 -0.1745 0.71
As -0.09148 2.43722 -0.42444 -0.0905 -0.6134 -0.2847 0.04
Cl 8.07241 -0.69383 -1.45564 -0.0095 -0.0009 -0.0074 0.00
O -2.43656 2.37177 2.09115 -0.0639 0.4014 0.3757 0.15
O 1.84018 0.32140 0.56131 -0.1945 0.2380 -0.2277 -0.09
O 2.69184 -0.45389 2.46746 -0.2358 -0.1661 0.2919 0.14
N 0.78250 -0.74730 5.55698 0.0479 0.0068 0.2249 0.03
N 0.63256 1.20573 4.64234 -0.0005 0.0791 0.1193 0.03
N -1.99981 0.40966 0.99848 -0.0079 0.9507 0.3487 0.67
C 1.59577 2.56763 -2.76163 0.0416 -0.0565 -0.0502 0.00
C -0.69572 -4.59654 1.33789 0.0579 0.0023 -0.0610 0.00
C 5.44202 -0.12982 -1.40885 0.0174 -0.0115 0.1101 0.00
C -0.25908 -3.63567 -0.92331 0.0555 0.0029 -0.1111 0.08
C -3.46581 -2.84185 -2.20539 0.1609 -0.0427 -0.3954 0.01
C -0.05002 4.89225 1.25722 -0.0930 0.0944 -0.0432 0.01
C 3.88656 3.30463 -2.74662 -0.0261 -0.0248 0.0597 0.00
C 0.50536 2.31749 3.69867 -0.0410 -0.0754 0.0210 0.01
C 5.22726 -0.67995 1.31281 -0.0084 0.0173 -0.1399 0.01
C -2.95344 -2.85047 -3.51576 -0.1945 -0.1924 -0.1790 -0.04
C 1.01384 0.17181 6.54671 -0.0270 -0.0742 -0.1583 0.03
C 0.55370 -0.10875 4.39750 -0.0723 -0.1691 -0.0609 -0.01
C -2.22045 3.70577 -1.55411 -0.0362 0.0477 0.1021 0.01
C -2.82592 1.50704 1.34101 0.1126 -0.8745 -0.3257 -0.06
C -3.01681 1.76925 -3.39546 0.0135 -0.0175 0.0155 0.01
C -4.50538 -3.71466 -1.83225 0.0084 -0.1701 0.0129 -0.03
C 3.82523 3.47920 -1.36942 0.0163 -0.0272 -0.0520 0.00
C 6.45387 -0.81100 0.69078 -0.1728 0.0635 -0.1530 0.00
C -4.17662 1.53095 0.67719 -0.0678 0.1347 0.0345 0.08
C 4.22084 0.00944 -0.77612 0.0563 -0.0180 0.0475 0.01
C 2.77836 2.84420 -3.43862 -0.0510 -0.0054 -0.0051 0.00
C -2.80569 -2.84358 1.82673 0.1449 -0.0905 0.1960 -0.05
C -2.45167 -3.82784 2.75198 0.0000 0.0960 -0.0233 -0.01
C -3.71731 2.96627 -3.27668 0.0252 -0.0526 0.0039 0.00
C 1.53976 2.74257 -1.38663 0.0364 0.1371 0.0303 0.00
C -0.63224 4.14083 0.25218 0.0644 -0.0262 -0.0542 -0.02
C 6.54456 -0.53378 -0.66845 0.1299 -0.0161 -0.0174 0.00
C -1.62000 6.64938 0.77333 0.0484 0.0118 0.0553 0.00
C -4.96797 -4.62092 -2.76386 0.0043 0.0274 -0.0208 0.00
C -1.52336 2.50350 -1.68649 0.0670 0.1068 0.0210 0.02
C -1.70483 4.61979 -0.50719 -0.0296 0.1292 0.0625 0.01
C 0.91876 1.39368 5.97325 -0.0249 -0.0362 -0.1668 0.03
C -1.91083 1.53005 -2.59024 -0.0121 0.1356 -0.1233 0.00
C -2.19456 5.89117 -0.23402 -0.0160 -0.0618 0.0071 0.00
C -3.32888 3.93372 -2.36310 0.0484 -0.0741 0.0299 0.00
C -1.40881 -4.71011 2.52806 0.0655 0.0188 0.0002 -0.02
C -1.04342 -5.76011 3.53553 -0.0437 -0.0358 0.0384 0.00
C 2.65519 3.19352 -0.68765 0.0357 0.0143 0.0375 0.00
C -1.88258 -1.93952 -4.05470 0.1536 0.1404 0.0706 0.02
C -2.09059 -2.78929 0.63389 -0.1422 0.0256 -0.0717 0.23
C -1.02452 -3.65968 0.36984 0.0254 -0.1033 0.0647 -0.15
C -4.98102 -5.68359 -5.04016 0.0408 -0.0107 -0.0256 0.00
C -4.44664 -4.68707 -4.05747 -0.0489 -0.0598 -0.0044 0.04
C -3.44974 -3.79585 -4.40975 0.0235 0.1150 0.0550 -0.01
C -3.92246 -1.91918 2.20374 -0.1912 0.1187 -0.0673 0.02
C 4.10821 -0.26867 0.58514 0.2874 -0.0158 0.0090 0.01
C -0.55318 6.15963 1.51769 -0.0478 -0.0601 -0.0572 0.00
C 0.83261 -2.19870 5.74522 -0.0346 0.1257 0.0257 0.02
C 2.81322 -0.13805 1.27571 -0.0114 -0.0764 0.1346 -0.01
C -5.12866 -3.69612 -0.47020 -0.0922 -0.0108 0.1654 0.06
H -1.72272 -5.74838 4.38518 -0.0108 0.0036 0.0296 0.00
H -0.09719 -2.64308 5.39397 0.0739 -0.0461 0.0264 0.00
H 4.79843 3.53199 -3.27854 0.0618 0.0145 -0.0325 0.00
H -3.01904 6.29746 -0.80269 -0.0296 0.0179 -0.0296 0.00
H -3.02621 -3.90691 3.66713 -0.0212 0.0138 0.0482 0.00
H 4.69111 3.83530 -0.82964 0.0304 0.0172 0.0261 0.00
H -3.04750 -3.82231 -5.41417 0.0274 -0.0001 -0.0628 0.00
H 0.94927 -2.38023 6.81008 0.0068 -0.0791 -0.0518 0.00
H 0.72747 2.23097 -3.31504 0.0035 0.0268 0.0122 0.00
H -4.33169 -1.35604 1.36462 0.0849 -0.0809 -0.0284 0.02
H -2.20572 -1.51287 -5.00327 -0.0010 -0.0184 -0.0479 0.00
H -0.96722 -2.50117 -4.24823 0.0213 -0.0184 -0.0003 0.01
H -4.07132 1.53385 -0.41052 0.0846 -0.0024 -0.0078 -0.02
H -4.46262 -4.12459 0.28055 -0.0061 -0.0086 -0.0188 0.00
H -3.58567 -1.19037 2.94258 0.0302 0.0202 0.0348 0.01
H -2.00356 7.63823 0.97859 -0.0164 0.0431 0.0099 0.00
H -5.39494 -2.68650 -0.15071 0.0382 0.0221 -0.0368 -0.01
H -0.02795 -5.61412 3.90451 0.0472 0.0228 0.0015 0.00
H -4.75908 0.65077 0.94964 0.0104 0.0193 0.0399 0.00
H -3.33098 1.03212 -4.12145 -0.0232 -0.0379 -0.0397 0.00
H -6.04651 -4.27911 -0.46842 -0.0191 -0.0302 0.0028 0.00
H 2.82358 2.71692 -4.51121 -0.0012 -0.0106 -0.0303 0.00
H 0.57160 3.22800 4.28909 0.0116 0.0373 -0.0969 0.00
H 3.35591 0.33412 -1.33658 -0.0438 0.0209 0.0084 -0.01
H 0.05358 -2.62557 -1.20609 0.0112 0.0178 0.0428 -0.02
H -6.03100 -5.48610 -5.25579 -0.0426 0.0115 0.0146 0.00
H 1.02936 2.37609 6.39131 0.0041 0.0580 0.0353 0.00
H -1.60604 -1.10263 -3.41006 -0.1106 -0.2055 -0.0309 0.00
H -1.35086 0.60558 -2.68343 0.0250 0.2404 0.0242 -0.02
H 5.55199 0.07498 -2.46241 -0.0010 0.0164 -0.0702 0.00
H -5.76662 -5.29582 -2.48635 -0.0668 -0.0333 0.0251 0.00
H 0.64099 -4.24213 -0.84691 0.0082 -0.0135 -0.0084 0.00
H -0.86171 -4.03747 -1.74194 0.0010 -0.0114 0.0051 -0.01
H -0.11215 6.76798 2.29325 0.0209 0.0391 0.0437 0.00
H 2.62698 3.33259 0.38790 -0.0597 -0.0213 -0.0097 0.00
H -4.70918 2.42629 0.98510 -0.0451 0.0073 0.0026 0.00
H -4.43125 -5.65140 -5.97747 0.0119 0.0010 -0.0281 0.00
H 1.33315 2.26309 2.99249 -0.0513 0.0574 -0.0357 -0.02
H -0.45837 2.28200 3.18637 0.0919 -0.0011 0.0149 0.01
H 5.13023 -0.89580 2.36559 -0.0474 -0.0011 0.0692 0.00
H 1.22404 -0.11668 7.55851 0.0151 -0.0237 0.0847 0.00
H -4.74366 -2.48392 2.64432 -0.0251 0.0115 0.0312 0.00
H 0.12718 -5.27346 1.14402 0.0367 -0.0394 0.0043 0.00
H 7.33030 -1.12355 1.23507 0.0677 -0.0237 0.0509 0.00
H -4.91634 -6.69520 -4.64046 -0.0094 -0.0266 0.0297 0.00
H 0.78959 4.52086 1.83061 0.0265 -0.0437 -0.0245 0.00
H -3.89299 4.85173 -2.28565 -0.0184 0.0543 0.0140 0.00
H -4.57605 3.14796 -3.90581 -0.0514 -0.0071 -0.0510 0.00
H 1.68326 -2.60096 5.19920 -0.0356 -0.0738 0.0251 0.00
H -1.07896 -6.75484 3.09322 -0.0037 -0.0289 -0.0367 0.00
```
Forces are in eV/Å.

***

The following is a DFT calculation (ωB97M-V/def2-TZVPD) of 9 unconnected molecules or ions with the total composition C3H23O9 in a non-equilibrium geometry.

The calculation puts the energy relative to the best compared isomer or geometry (same formula, charge and spin) at 325.45 kJ/mol. The HOMO energy comes out at -5.386 eV. Its spin multiplicity is 1. The value obtained for the HOMO-LUMO gap is 8.159 eV. Its net charge is -1.

Structure (XYZ):
```
35
Properties=species:S:1:pos:R:3:forces:R:3:lowdin_charge:R:1
O -0.63636 0.23768 0.53769 -0.0882 -0.1629 0.8801 -0.39
O 1.97314 -3.63503 1.96539 1.7919 0.7411 1.8919 -0.01
O 1.20937 1.66977 -0.80419 0.6568 -0.9806 -0.3291 -0.07
O 3.40109 -0.82952 -2.11518 1.1315 -1.4523 0.7706 -0.04
O 0.89668 2.88610 1.90626 0.0582 -0.3991 1.5691 -0.10
O 1.54017 -0.48118 1.82823 1.1182 0.0778 0.7168 -0.06
O -1.65970 2.55209 0.60045 1.9259 -0.0451 -1.6296 -0.09
O -1.49788 -0.20992 3.07888 -0.9890 -1.4267 1.7138 -0.06
O -1.80383 2.15968 -3.77490 -0.7712 -0.3185 -2.4500 -0.02
C -1.30519 -0.07000 -1.54258 -1.9582 -2.7208 -2.5870 -0.11
C -0.12594 -1.86900 -0.33377 0.7287 -0.2635 -0.9104 -0.05
C -1.20495 -0.78665 -0.28438 2.6765 1.2689 3.3830 -0.50
H -2.13136 -0.99015 0.28128 -0.1881 -0.9017 -1.1640 0.14
H -2.04224 0.67564 -1.36078 -0.6308 0.7500 -0.7229 0.08
H -1.35855 1.58660 0.64076 0.1097 -0.2082 -0.3416 -0.02
H 3.53255 0.06312 -2.38761 -0.6930 0.8472 -0.3837 0.02
H 0.56887 1.01033 -0.43954 0.2452 0.3108 0.4278 -0.02
H 0.20935 2.41964 1.39499 0.3868 0.2549 0.4685 -0.02
H 2.60562 -1.24175 -2.43343 -0.4766 0.5762 -0.3435 0.01
H -0.34946 -2.64975 -1.05402 -0.1096 -0.2285 -0.4308 0.07
H 0.79918 -0.25581 1.27246 -1.2263 1.2455 -0.4033 -0.05
H -1.70045 1.28015 -3.45740 0.0804 -1.1025 0.4000 -0.02
H 0.65570 2.39025 -1.05133 -0.6033 0.9683 -0.1841 0.00
H -0.41639 0.26932 -1.99556 1.4470 0.8878 0.5157 0.06
H -1.56464 2.69169 -3.06380 0.6385 1.4912 2.0053 0.00
H -1.47494 0.65824 3.45725 0.2228 0.6466 -0.3747 0.01
H 1.39167 -3.95906 1.33136 -1.5715 -1.0687 -1.6661 -0.01
H -1.33285 -0.21336 2.13983 0.8196 0.9334 -1.1006 -0.03
H 2.23974 -4.37088 2.53232 -0.2054 0.2218 -0.2702 0.05
H 0.81590 -1.34563 -0.66062 -0.8390 -0.4565 0.0990 0.10
H -1.52810 -0.85991 -2.29754 -1.1777 0.5844 -0.2569 0.10
H 1.57019 -1.40024 1.61671 0.7050 -1.1612 0.3773 -0.04
H 0.17928 -2.40212 0.56709 -0.6978 0.3873 0.3916 0.05
H -2.41618 2.58369 1.11305 -2.3325 0.2750 1.6287 -0.02
H 0.96049 2.43596 2.79264 -0.1846 0.4284 -1.6905 0.05
```
Forces are in eV/Å.

***

The following is a DFT calculation (ωB97M-V/def2-TZVPD) of a molecular structure, C4H7NS in a non-equilibrium geometry.

The calculation puts the energy relative to the best compared isomer or geometry (same formula, charge and spin) at 471.93 kJ/mol. The HOMO energy comes out at -9.155 eV. Its spin multiplicity is 1. The value obtained for the HOMO-LUMO gap is 9.706 eV.

Structure (XYZ):
```
13
Properties=species:S:1:pos:R:3:forces:R:3:lowdin_charge:R:1
S 0.33999 0.59635 0.23553 1.4723 5.6965 0.9883 0.88
N 2.09828 -1.95730 0.99598 -7.9035 1.2619 -5.3760 0.15
C 1.03060 -1.70264 0.36327 13.4322 -3.8557 6.5795 -0.38
C -1.67351 1.01559 -1.44009 1.1221 1.5765 -0.5120 -0.24
C -1.14248 1.65071 -0.14081 0.6278 0.4693 0.3840 -0.53
C -0.09337 -0.98839 0.18058 -5.9773 -3.9613 -0.5187 -0.69
H -2.72251 1.35536 -1.48392 0.5374 0.3455 -1.2083 0.06
H -0.78082 1.47023 -2.16662 -3.2062 -1.7095 0.8586 0.13
H -0.58464 2.77894 -0.53631 -2.0467 -3.3315 2.0592 0.16
H -1.92637 1.64118 0.79460 2.0948 0.5358 -2.3760 0.12
H -0.60616 -1.52083 1.19402 -0.1458 1.6491 -2.7473 0.19
H -1.77040 -0.09800 -1.45862 0.4873 1.0330 0.0533 0.04
H -0.46431 -1.31905 -0.86119 -0.4946 0.2903 1.8154 0.11
```
Forces are in eV/Å.

***

The following is a DFT calculation (ωB97M-V/def2-TZVPD) of a molecular structure, H12O12SV in a non-equilibrium geometry.

The HOMO energy (alpha / beta) comes out at -10.226 / -10.192 eV. Its spin multiplicity is 2. The value obtained for the HOMO-LUMO gap (alpha / beta) is 9.320 / 7.087 eV.

Structure (XYZ):
```
26
Properties=species:S:1:pos:R:3:forces:R:3:mulliken_spin:R:1
V -18.99344 7.53283 -0.59369 -3.9029 0.0421 -4.0579 0.00
S -20.22966 10.22214 0.88678 0.4552 0.6254 1.5152 -0.08
O -18.91239 10.77340 0.99736 1.9347 0.6842 0.6679 0.17
O -18.03085 5.46540 -1.08695 0.0463 0.2504 0.6949 0.00
O -20.66124 9.77217 2.24710 -0.2674 0.0569 -0.5653 0.52
O -21.73120 3.64091 -0.95759 0.2087 -0.1954 -0.1243 0.00
O -18.48764 8.12729 -1.98582 -0.5221 -1.0710 1.6961 0.00
O -23.63769 7.47866 -0.85771 -0.0378 0.1269 0.0929 0.00
O -21.14230 11.25157 0.48780 -1.8066 1.2244 0.0735 0.41
O -20.40127 6.75156 -1.01987 3.1009 1.1037 1.3484 0.00
O -19.22200 6.97551 1.62402 0.4459 -0.2909 -0.1486 0.00
O -16.16424 9.63319 -1.92259 0.6518 0.1182 0.0365 0.00
O -17.42000 8.73086 0.37006 0.5706 -1.3006 0.6702 0.00
O -20.24178 9.17330 -0.08948 0.4535 -2.9554 -1.3794 0.00
H -22.11088 4.51392 -1.05719 0.0813 0.3272 -0.0696 0.00
H -18.76256 4.84924 -1.12132 -0.6281 -0.0937 0.0414 0.00
H -16.31440 10.57252 -2.02914 -0.0591 0.2504 0.0077 0.00
H -16.47264 8.67297 0.49412 0.2828 -0.2420 -0.5120 0.00
H -19.97933 6.95327 2.20898 -0.6041 0.1580 -0.1632 0.00
H -22.07392 3.32407 -0.12189 -0.0827 -0.1238 0.2066 0.00
H -24.52541 7.16442 -0.68609 -0.2822 -0.0094 0.0389 0.00
H -18.46847 6.85763 2.20241 0.3750 0.1164 0.0871 0.00
H -16.49138 9.24432 -2.73375 -0.2752 -0.1797 -0.0915 0.00
H -17.66719 9.55457 0.79036 -0.8990 1.0581 0.2130 0.00
H -17.33247 5.03645 -1.58143 0.4159 0.3322 -0.1552 0.00
H -23.15105 6.69514 -1.11368 0.3445 -0.0124 -0.1234 0.00
```
Forces are in eV/Å.

***

Taking the records one at a time from the top gives molecular weight values of 166.962 1250.120 203.208 101.174 287.095 Da.